{"formula": "C43H61BBeF4N5O6", "method": "ωB97M-V/def2-TZVPD", "elements": ["Be", "B", "F", "F", "F", "F", "N", "C", "C", "C", "C", "C", "H", "H", "H", "H", "H", "N", "C", "C", "C", "C", "C", "H", "H", "H", "H", "H", "N", "C", "C", "C", "C", "C", "H", "H", "H", "H", "H", "N", "C", "C", "C", "C", "C", "H", "H", "H", "H", "H", "N", "C", "C", "C", "C", "C", "H", "H", "H", "H", "H", "C", "C", "O", "C", "H", "H", "H", "H", "H", "H", "C", "C", "O", "C", "H", "H", "H", "H", "H", "H", "C", "C", "O", "C", "H", "H", "H", "H", "H", "H", "C", "C", "O", "C", "H", "H", "H", "H", "H", "H", "C", "C", "O", "C", "H", "H", "H", "H", "H", "H", "C", "C", "O", "C", "H", "H", "H", "H", "H", "H"], "xyz": [[-2.20761, -2.39506, 2.23598], [-0.36101, 0.50917, 0.22521], [-0.09648, -0.76469, -0.24314], [-1.66726, 0.75141, -0.04981], [-0.24639, 0.51928, 1.61168], [0.45786, 1.40298, -0.34464], [6.17974, 0.46849, 2.50894], [6.95979, 0.57502, 3.65362], [6.85839, 1.63811, 4.54155], [5.88738, 2.67073, 4.31599], [5.19362, 2.60995, 3.11806], [5.34217, 1.50556, 2.24625], [7.69542, -0.18464, 3.87307], [7.48507, 1.70422, 5.41865], [5.86124, 3.43341, 5.08021], [4.50273, 3.41905, 2.93248], [4.75322, 1.42805, 1.34429], [-5.14066, -2.70112, -1.05111], [-4.83047, -2.61445, -2.41142], [-5.73988, -2.92173, -3.42910], [-7.05594, -3.18387, -3.06483], [-7.44177, -3.23780, -1.72939], [-6.47657, -2.98514, -0.76313], [-3.82852, -2.48353, -2.79268], [-5.38846, -2.82791, -4.44601], [-7.78800, -3.25579, -3.85560], [-8.46579, -3.38494, -1.41932], [-6.78755, -3.04710, 0.26927], [4.97160, 1.40407, -6.09367], [4.28380, 0.80342, -5.13578], [4.66674, 0.63283, -3.81614], [5.94724, 1.13261, -3.50973], [6.70677, 1.82394, -4.42299], [6.18574, 1.91114, -5.74225], [3.36112, 0.40155, -5.52765], [4.05362, 0.11066, -3.09654], [6.34826, 1.02723, -2.51250], [7.64713, 2.29162, -4.17123], [6.66596, 2.52191, -6.49242], [3.59277, -5.35519, -4.94036], [3.31556, -5.48817, -6.28016], [2.29348, -4.73025, -6.91247], [1.48938, -3.96936, -6.13994], [1.76870, -3.82221, -4.74357], [2.83343, -4.52118, -4.14583], [3.87499, -6.17151, -6.90184], [2.13593, -4.76520, -7.98034], [0.70801, -3.42589, -6.65032], [1.06026, -3.18444, -4.23587], [3.08480, -4.45616, -3.09751], [1.34680, -4.17316, 3.44485], [2.65035, -3.85174, 3.21609], [3.77954, -4.33403, 3.88011], [3.54035, -5.25428, 4.89071], [2.22483, -5.65310, 5.20392], [1.19286, -5.11029, 4.44620], [2.82064, -3.11302, 2.44688], [4.73849, -3.84116, 3.81767], [4.34568, -5.61738, 5.51199], [2.02601, -6.30994, 6.03784], [0.20154, -5.47323, 4.67420], [-0.99280, 6.03016, 0.07376], [-1.57752, 7.09018, 1.02411], [-0.79908, 7.72452, 1.72843], [-3.02653, 7.31606, 1.13474], [-0.88339, 6.59884, -0.84968], [-1.77314, 5.27089, 0.02215], [-0.05371, 5.59159, 0.41120], [-3.03957, 7.66121, 2.16856], [-3.62375, 6.40699, 1.06392], [-3.41406, 8.16837, 0.57662], [-6.02527, 3.68696, -2.13075], [-6.81923, 3.32774, -3.37126], [-7.77249, 4.00900, -3.76898], [-6.57145, 1.99479, -4.03125], [-6.33075, 4.68365, -1.81237], [-4.94528, 3.63713, -2.26944], [-6.30254, 2.85811, -1.47942], [-7.44401, 1.60737, -4.55722], [-6.29324, 1.22896, -3.30723], [-5.69253, 2.13779, -4.65986], [-2.18939, -7.05822, -2.48355], [-1.09614, -6.56877, -1.52782], [-1.23633, -5.53819, -0.89511], [0.07512, -7.50851, -1.32917], [-2.46742, -8.09834, -2.31340], [-1.90519, -6.95493, -3.53077], [-3.07317, -6.48348, -2.20659], [0.85141, -7.01239, -0.74664], [0.39787, -7.87432, -2.30391], [-0.27485, -8.38121, -0.77780], [-1.75133, -1.06345, 8.46976], [-0.70563, -1.17297, 7.35554], [-1.03386, -1.41228, 6.20053], [0.79700, -1.05738, 7.66301], [-1.97091, -0.02999, 8.73781], [-1.30697, -1.71547, 9.22176], [-2.65162, -1.60506, 8.17951], [1.17904, -0.18595, 7.13127], [1.28219, -1.96744, 7.31019], [1.07187, -0.94963, 8.71227], [-1.22144, 6.11162, 6.71171], [-0.72175, 4.65545, 6.60266], [-1.09567, 3.79120, 7.37381], [0.18106, 4.34146, 5.39927], [-0.40840, 6.83495, 6.64968], [-1.56784, 6.31195, 7.72560], [-2.04423, 6.26154, 6.01269], [-0.42021, 4.17370, 4.50571], [0.71048, 3.39786, 5.53129], [0.98823, 5.04312, 5.18890], [0.39405, 4.50580, -5.69299], [-0.95501, 3.89336, -5.30260], [-1.99869, 4.49220, -5.60181], [-1.01850, 2.63528, -4.52317], [0.24567, 5.22432, -6.49910], [1.17792, 3.75868, -5.81735], [0.72169, 5.15996, -4.88502], [-1.36500, 1.81349, -5.14982], [-1.69478, 2.79754, -3.68388], [-0.03618, 2.31615, -4.17488]], "forces_ev_per_angstrom": [[0.7841, 0.5773, -0.5719], [-0.2786, -0.5621, 0.3121], [0.5233, -1.8123, -0.2227], [-2.3814, 0.6597, -0.5779], [0.3120, -0.3340, 1.6525], [1.3145, 1.4170, -0.7620], [0.3961, 1.2193, 1.2362], [-1.3062, 0.8966, -1.0774], [-1.2802, 0.7325, -0.4628], [1.9742, -2.0236, -0.4019], [-0.2170, 0.0672, 0.5046], [1.1332, -0.6323, 1.4355], [-0.1026, -0.3373, -0.3743], [0.0870, -0.1953, 0.0344], [-0.5051, 0.3517, -0.3384], [-0.1924, -0.1223, -0.4766], [-0.0229, 0.0188, -0.0810], [-1.7851, -0.1084, -2.1461], [-1.0242, -1.4010, 1.6231], [-0.1856, 0.6442, 1.4043], [-0.1476, 0.2334, -0.4820], [0.7886, 0.4923, -0.2617], [2.1444, 0.1785, -0.8601], [0.4460, 0.4499, 0.9460], [-0.2487, -0.1636, -0.1111], [-0.1946, -0.3299, 0.0181], [-0.0258, -0.1411, -0.1107], [0.4011, 0.1576, 0.2337], [2.0556, 0.8034, 0.4900], [-0.8401, -0.4838, -0.5564], [1.5065, 0.4926, -0.3431], [-0.6017, -0.2065, 0.9749], [-0.7771, -0.1957, -1.8057], [-1.1749, 0.1039, 0.8265], [-0.3885, -0.1808, 0.3807], [0.0116, 0.0420, -0.0172], [-0.1098, -0.0881, 0.2121], [0.0406, -0.1090, 0.0228], [0.2406, -0.1854, -0.1584], [-0.7033, -0.0153, -0.8727], [-0.8684, 1.6231, 1.7847], [1.3673, -1.4307, 0.1327], [0.3400, 0.8706, 1.6875], [-0.3900, -0.4416, -0.9259], [-0.4047, -0.4785, -3.1408], [0.4543, -0.1327, 0.4238], [0.0810, -0.2619, -0.0802], [-0.2680, 0.2183, 0.4253], [0.2945, 0.0440, 0.6158], [0.0738, 0.0157, -0.0174], [1.8941, -1.7257, 1.5965], [-0.9650, 0.6024, -0.6103], [-1.2319, -0.2736, 1.1572], [-0.5477, -0.0991, 0.5344], [0.8674, 0.8886, -0.9843], [0.0204, 0.6582, -0.6502], [-0.2054, 0.2256, -0.1087], [0.0675, -0.2184, -0.6183], [0.1692, -0.0509, -0.0353], [-0.0900, -0.1518, -0.1533], [-0.3296, 0.3154, -0.2009], [-1.2424, 0.5802, 0.7283], [3.1629, -0.1177, 0.2798], [-0.9057, -0.4156, -0.6422], [-0.6459, 0.3444, 1.2985], [0.0783, -0.4737, -0.3660], [0.2572, -0.2302, -0.6266], [-0.1061, 0.3644, 0.0151], [-0.6770, 0.0205, 0.1574], [-0.0166, 0.1905, -0.3984], [0.1004, -0.3180, -0.4461], [-0.2426, -0.0868, -0.8772], [-2.4111, 0.8190, -0.7260], [1.9593, -0.8506, 0.8532], [0.4752, -0.2702, 0.3876], [0.0068, -0.3041, 0.3109], [-0.0203, -0.0387, -0.1668], [0.0564, 0.3482, 0.6390], [0.1724, 0.4827, -0.2623], [0.1455, 0.0892, 0.2387], [-0.1027, -0.1940, -0.3965], [-0.2585, 0.3753, 0.7579], [-0.4766, -0.3475, 0.3133], [0.2651, -0.6103, -0.4350], [-0.1936, 0.4840, 0.0078], [0.4307, -0.1551, 0.0610], [-0.0220, 0.1873, 0.0631], [-0.0182, 0.1988, -0.5537], [0.0935, -0.1211, -0.2689], [0.2980, 0.0913, 0.0706], [-0.1306, -0.0249, 0.0622], [0.6914, -1.1945, -0.7629], [-0.3415, -0.0094, -1.0214], [0.3052, 0.1514, 0.9390], [-0.3861, 0.0391, 0.2494], [0.2817, -0.1826, 0.3237], [-0.1000, 0.6813, 0.8220], [-0.0939, 0.4285, -0.3456], [0.0462, -0.1437, -0.1679], [-0.0077, 0.1201, -0.2902], [-0.4432, 0.0819, 0.0612], [0.4702, -0.5560, 1.1124], [-0.1742, 0.1907, -0.1486], [0.4456, 0.6472, -0.6448], [0.3669, -0.7660, 0.3527], [0.0120, -0.0709, -0.9248], [-0.4750, -0.4728, -0.0030], [0.2739, 0.2521, -0.1554], [-0.1640, 0.3951, -0.0523], [-0.2619, -0.1976, 0.3762], [-0.4859, 0.5237, 0.0634], [-0.5796, 0.1346, 0.4442], [-1.3711, 2.1238, -1.1163], [1.8217, -1.1277, 0.5247], [0.5234, -0.6044, 0.3743], [0.1162, -0.5311, -0.3664], [-0.0961, 0.1008, -0.3757], [-0.0441, -0.1770, 0.4714], [-0.3434, 0.1219, -0.0674], [0.0068, -0.2632, -0.0496], [-0.0198, 0.1802, 0.2307]], "charge": 1, "e_homo_ha": -0.399, "largest_force_ev_per_a": 3.20, "energy_ev": -77250.0347, "spin_multiplicity": 1, "lumo_energy_ev": -9.55, "relative_energy_ev": 10.524, "orbital_gap_ev": 1.31}